The following is a DFT calculation (ωB97M-V/def2-TZVPD) of the molecule C2H4O2S.

Structure (XYZ):
```
9
Properties=species:S:1:pos:R:3:forces:R:3
C -1.277483 -0.180327 0.028557 2.42 -0.51 -1.03
C 2.440741 -0.159186 0.040817 -3.47 -0.87 0.57
O 2.796057 -1.200934 0.468969 0.42 -0.31 -0.07
O 3.151526 0.903314 -0.251455 -1.08 0.75 -0.81
S 0.640802 0.532227 -0.162777 -1.15 0.67 -0.31
H -1.430966 -0.901423 0.760315 0.38 -1.54 1.24
H -1.789563 -0.463680 -0.867777 0.72 -0.51 -1.01
H 3.984843 0.726891 0.133865 2.03 -0.11 0.55
H -1.840322 0.627644 0.339885 -0.26 2.44 0.87
```
Forces are in eV/Å.

Calculated values
HOMO level in Ha: -0.3459
E_tot in hartree: -627.214203
HOMO-LUMO gap in eV: 9.4